The following is a DFT calculation (the ωB97M-V functional and the def2-TZVPD basis) of C28H36CoP2Si as an isolated structure.

Structure (ORCA input):
```
! wB97M-V def2-TZVPD RIJCOSX def2/J DEFGRID3
* xyz 0 4
Co -0.07593 0.05036 0.14038
P 1.63341 -1.08538 0.98686
P -1.23897 -1.38599 1.84129
Si -0.09784 -0.77538 -2.05413
C -2.43616 -2.75617 1.65722
C 2.39376 0.35395 -3.04804
C 3.11765 -2.04928 -4.30579
C -0.77967 0.55847 -4.53925
C 2.12055 -2.91179 4.66709
C -2.56155 0.35801 -2.91318
C -1.57878 1.41654 -5.30891
C 0.03179 1.91041 -0.96485
C -1.26024 1.86765 -0.37074
C -2.06780 -0.36311 3.11871
C -1.23826 0.07556 -3.29989
C 3.57716 0.27968 -3.79712
C 1.56169 -0.77329 -2.93720
C 0.29762 1.75383 1.32496
C 2.28277 -2.42477 -0.07766
C -3.35035 1.23804 -3.66627
C 2.38071 -2.22627 3.47819
C 0.82017 -3.31414 4.98509
C 1.00240 1.83928 0.08518
C -1.41321 -3.54220 -5.21843
C 0.01022 -2.19865 2.98273
C 1.33576 -1.89927 2.62323
C 3.94131 -0.91959 -4.42506
C 1.93436 -1.97955 -3.55964
C -0.23877 -2.96662 4.13515
C -2.85542 1.78235 -4.86135
C -1.10587 1.74776 1.03107
C 3.17510 -0.14058 1.23479
H 2.94821 -3.14602 5.33215
H 0.21883 0.29874 -4.89342
H -1.22818 -3.33089 4.40879
H 0.73662 1.78510 2.31350
H -3.06172 -2.80899 2.55011
H 3.40963 -1.95466 3.23692
H 4.20390 1.16982 -3.89761
H -2.13700 -3.56034 -4.40494
H 1.28826 -2.85554 -3.46734
H -1.19379 1.81500 -6.24986
H -3.05198 -2.61444 0.75582
H 3.07259 -2.95538 0.46702
H -1.32152 -4.54845 -5.63535
H 3.34983 0.38824 0.28956
H -2.20164 1.97406 -0.89350
H 0.65239 -3.90450 5.89690
H 4.86096 -0.97402 -5.01283
H 4.04613 -0.77852 1.43484
H -1.90621 1.75130 1.75156
H 1.47804 -3.11603 -0.34298
H -0.44190 -3.21802 -4.85052
H 3.06831 0.58461 2.03864
H 2.07019 1.94724 -0.04632
H -0.54116 -2.17186 -1.94052
H -4.34675 1.51208 -3.31239
H -2.46352 -0.97658 3.94766
H 3.38491 -2.98554 -4.80542
H 2.11963 1.29961 -2.58244
H -1.75699 -2.86354 -5.99987
H -2.89797 0.12510 2.58808
H -1.86314 -3.68046 1.56716
H -3.45776 2.49390 -5.43266
H -1.37828 0.38359 3.51997
H 2.70478 -2.00028 -1.00246
H 0.25816 2.09385 -2.01066
H -2.96401 -0.07678 -1.99686
*
```

The value obtained for the energy relative to the best compared isomer or geometry (same formula, charge and spin) is 0.000 eV. As for the highest occupied orbital energy (spin up / spin down): -0.194 / -0.273 hartree. Its HOMO-LUMO gap (spin up / spin down) is 5.83 / 7.79 eV.

The following is a DFT calculation (the ωB97M-V functional and the def2-TZVPD basis) of one molecule with the formula C5H9BN2.

Structure (ORCA input):
```
! wB97M-V def2-TZVPD RIJCOSX def2/J DEFGRID3
* xyz 0 1
N -1.52436 1.07963 -0.20594
N -2.82360 -0.72264 0.15264
C -0.51922 -0.26056 -0.00874
C 1.59398 1.27924 -0.10214
C -1.55841 -1.18365 0.36678
C 1.77946 -1.46174 -0.03900
C -2.71748 0.53090 -0.12850
B 0.95599 -0.15602 -0.10576
H 2.33121 -1.17171 0.85902
H -3.53976 1.02205 -0.46326
H 2.56594 1.66528 -0.17951
H 1.16789 -2.36639 0.25859
H -1.35134 -2.28134 0.52691
H 1.27473 1.75799 0.86774
H 2.57064 -1.69257 -0.78157
H 0.98844 1.91430 -0.73568
H -1.19412 2.04724 -0.28158
*
```

The value obtained for the energy relative to the best compared isomer or geometry (same formula, charge and spin) is 0.873 eV. As for the SMILES: CB(C)c1cnc[nH]1. As for the highest occupied orbital energy: -0.334 hartree. Its HOMO-LUMO gap is 9.48 eV.

The following is a DFT calculation (the ωB97M-V functional and the def2-TZVPD basis) of C7H7CeO6 as an isolated structure.

Structure (ORCA input):
```
! wB97M-V def2-TZVPD RIJCOSX def2/J DEFGRID3
* xyz 3 1
Ce -0.25770 0.00983 -1.05036
O -0.50226 -3.51411 -1.35424
O 2.74357 0.06762 -2.97048
O -3.62902 0.03125 0.21896
O 0.97424 0.25635 1.29171
O 0.57205 0.07759 -6.43847
O -0.54140 3.53044 -1.39066
C 0.51331 -0.28258 3.75775
C -0.06432 -0.13003 2.35687
C -0.32944 -2.40351 -1.07694
C -2.58862 0.03618 -0.29084
C 1.83951 0.04544 -2.25998
C -0.37603 2.42498 -1.09422
C 0.63834 0.07860 -5.29461
H -0.16564 -0.51551 4.58964
H -1.12181 0.02509 -2.61919
H -0.83452 0.64215 2.29973
H 1.30758 1.10928 1.63473
H -0.47363 -1.06321 1.96152
H 1.26773 -1.05957 3.71493
H 1.02807 0.63372 4.01414
*
```

The value obtained for the energy relative to the best compared isomer or geometry (same formula, charge and spin) is 1.412 eV. As for the highest occupied orbital energy (spin up / spin down): -0.825 / -0.825 hartree. Its HOMO-LUMO gap (spin up / spin down) is 6.90 / 6.90 eV.

The following is a DFT calculation (the ωB97M-V functional and the def2-TZVPD basis) of C43H36Cl2F3O2P2ReS4Sb as an isolated structure.

Structure (ORCA input):
```
! wB97M-V def2-TZVPD RIJCOSX def2/J DEFGRID3
* xyz -2 2
Re -1.02795 -0.69134 -0.64340
Sb 0.62230 1.26880 3.15474
Cl -5.15573 -1.74554 3.37602
Cl -4.07868 0.93390 2.97165
S 2.14135 0.30879 4.56417
S 1.58576 3.11952 2.13394
S -1.59744 1.66490 0.19780
S 0.87906 -0.69852 0.92522
P 0.41875 -0.13093 -2.30069
P -2.20549 2.31671 -1.56953
F -2.35446 -3.33984 -0.68224
F -0.23550 -3.61213 -0.38057
F -0.99004 -3.17097 -2.35415
O -4.50703 -1.23255 0.48521
O -2.30270 -1.06314 0.97412
C 4.42628 0.24349 -2.97194
C 3.95397 -2.77321 0.09396
C -2.77349 0.99742 -2.69241
C 0.79982 -4.75470 3.70063
C -1.55068 -4.90657 4.16167
C -3.78864 -0.80838 2.73724
C 0.47512 0.70890 -6.30972
C -0.70764 -3.19245 2.68715
C -5.65696 3.96505 -0.18650
C -3.61156 3.45549 -1.35148
C 0.59535 -3.66028 2.85351
C 5.26680 -2.61364 -0.33078
C 1.03326 4.92230 -3.52074
C 0.05042 4.35232 -4.32018
C -0.45412 -0.18428 -6.82928
C -3.56222 -1.07421 1.22533
C 5.38398 -0.53476 0.86046
C -5.84780 5.07372 -0.99920
C 3.10217 -0.14241 -3.07969
C -1.08762 -1.08296 -5.98270
C -0.25569 -5.36963 4.35316
C -4.92134 5.37537 -1.98733
C -3.80612 4.56849 -2.16442
C 0.76085 0.70518 -4.95395
C 2.53907 1.25516 -1.20151
C 4.80702 1.14816 -1.98701
C -2.69906 -0.37512 -1.99341
C -1.76658 -3.81917 3.32542
C 1.76288 -3.10254 2.17365
C -0.92348 3.54697 -3.74944
C 5.98977 -1.49580 0.05979
C -4.54213 3.15812 -0.35792
C 0.05863 3.90003 -1.57239
C 0.12461 -0.19380 -4.09178
C 3.34628 -1.81567 0.90347
C -0.80156 -1.09157 -4.62464
C 1.95122 -2.02613 1.39833
C 2.14524 0.37236 -2.20053
C -1.13977 -2.80466 -1.01688
C 3.86729 1.64454 -1.09866
C -0.92431 3.32116 -2.37373
C 1.03794 4.69317 -2.15215
C 4.06731 -0.67957 1.26782
H 4.14219 2.30991 -0.28923
H 2.66867 -3.67675 2.35821
H 1.47752 1.41111 -4.55454
H -3.57478 -0.47331 -1.34513
H -2.90736 -1.05981 3.31645
H -1.80864 -1.78809 -6.37804
H 5.16524 -0.17622 -3.64446
H 1.83351 1.63199 -0.47200
H -3.78858 1.26833 -3.00563
H 0.97586 1.41592 -6.96088
H -0.88796 -2.34288 2.04462
H -2.77685 -3.46632 3.15910
H 1.81632 5.10798 -1.52450
H 0.05501 4.51334 -5.39172
H -5.06066 6.24530 -2.61744
H -2.13640 1.03068 -3.57978
H 5.93792 0.34269 1.17275
H -6.37164 3.72683 0.59106
H -6.71458 5.70784 -0.85725
H -2.82838 -1.15170 -2.75514
H -0.67875 -0.18203 -7.88932
H -2.38551 -5.38829 4.65690
H -3.07836 4.81886 -2.92607
H -1.28620 -1.80130 -3.96847
H 2.81011 -0.85613 -3.84180
H 5.84714 1.43881 -1.89548
H 7.01668 -1.36868 -0.26476
H 1.80696 5.53375 -3.96965
H 5.72176 -3.36318 -0.96888
H 0.09020 3.69973 -0.50290
H -1.67130 3.08182 -4.38195
H 1.81057 -5.12011 3.84612
H -4.38188 2.30070 0.28565
H -0.06787 -6.21268 5.00840
H 3.37955 -3.64140 -0.20785
H 3.60222 0.07187 1.89792
*
```

The value obtained for the energy relative to the best compared isomer or geometry (same formula, charge and spin) is 0.000 eV. As for the highest occupied orbital energy (spin up / spin down): -0.054 / -0.055 hartree. Its HOMO-LUMO gap (spin up / spin down) is 4.86 / 5.21 eV.

The following is a DFT calculation (the ωB97M-V functional and the def2-TZVPD basis) of one molecule with the formula C3H2N6.

Structure (ORCA input):
```
! wB97M-V def2-TZVPD RIJCOSX def2/J DEFGRID3
* xyz 0 1
N -0.91793 1.33672 0.57773
N 2.39310 -1.80066 0.25077
N -0.11132 1.90164 -0.16568
N -2.66539 -1.38431 -0.45137
N 0.80162 1.12417 -0.67928
N 0.61540 -0.24774 -0.41704
C 1.59463 -1.02112 -0.01855
C -0.75967 -0.05650 0.66582
C -1.82423 -0.81412 0.06931
H -0.47548 -0.43934 1.64794
H 1.34928 1.40127 -1.47965
*
```

The value obtained for the energy relative to the best compared isomer or geometry (same formula, charge and spin) is 1.397 eV. As for the SMILES: N#C[C@@H]1N=NNN1C#N. As for the highest occupied orbital energy: -0.368 hartree. Its HOMO-LUMO gap is 9.76 eV.

The following is a DFT calculation (the ωB97M-V functional and the def2-TZVPD basis) of C10H30N4O9P2Si2 as an isolated structure.

Structure (ORCA input):
```
! wB97M-V def2-TZVPD RIJCOSX def2/J DEFGRID3
* xyz 0 1
P 2.24915 -2.27451 -0.16849
P -0.16055 0.39153 -0.27306
Si 0.95819 -0.97429 3.22091
Si 1.85114 -0.15817 0.53893
O 4.24092 1.87030 1.89447
O 2.99057 -0.92966 8.45888
O -3.36785 0.62144 -4.47515
O 4.04744 0.92930 8.69001
O -6.38600 -2.89513 -5.99582
O 4.38934 1.41497 4.04929
O -6.79873 -4.56952 -7.28030
O 1.89957 -0.05695 2.18122
O -4.20493 -0.02848 -2.60429
N 3.72879 -0.05489 8.05759
N 2.47036 -3.29079 1.03102
N -3.90198 -0.20469 -3.76496
N -7.08950 -3.51445 -6.77103
C 0.16195 0.95738 -1.99511
C -8.40799 -2.90990 -7.10453
C 3.08507 3.32962 3.51434
C 3.22543 0.98049 -0.08120
C -4.20889 -1.52567 -4.37834
C 3.92863 2.12337 3.18300
C 4.27446 -0.20972 6.68137
C -0.65488 1.94552 0.59116
C 3.31269 2.19841 0.85277
C -1.08946 1.67240 -2.55597
H -4.86413 -1.34470 -5.21953
H 3.37465 -2.14898 -1.01940
H -4.68304 -2.14776 -3.63030
H 1.16914 -2.60893 -1.01127
H 2.24782 2.98229 4.12720
H 3.68966 3.99224 4.13351
H -1.00233 2.74237 -2.35345
H -8.21396 -1.93647 -7.54369
H 3.02588 1.29981 -1.10840
H 1.78974 -4.04211 0.99012
H 4.90409 0.64043 6.45866
H -3.26665 -1.94888 -4.71270
H 0.40831 0.08309 -2.60550
H -1.68822 2.15760 0.30627
H 1.78234 -2.01080 3.85582
H 3.68917 3.07035 0.30976
H 0.44782 -0.04151 4.24697
H -8.91609 -3.56861 -7.79754
H 3.43253 -0.25597 5.99931
H 4.18398 0.45171 -0.05122
H 4.83152 -1.14124 6.65897
H -1.99775 1.29091 -2.08614
H 2.32819 2.41930 1.26790
H -1.14493 1.55349 -3.63771
H -8.95726 -2.80321 -6.17449
H -0.15634 -1.58943 2.47212
H -0.63269 1.76778 1.66955
H 1.01872 1.63808 -2.04623
H -0.02510 2.80586 0.35088
H 2.68199 3.85536 2.65385
*
```

As for the highest occupied orbital energy: -0.306 hartree. Its HOMO-LUMO gap is 8.06 eV.

The following is a DFT calculation (the ωB97M-V functional and the def2-TZVPD basis) of an isolated ion of composition C5H11N3O and charge +2.

Structure (ORCA input):
```
! wB97M-V def2-TZVPD RIJCOSX def2/J DEFGRID3
* xyz 2 1
O 1.85223 -1.65221 -0.45417
N -1.74027 0.02947 0.57794
N 0.69006 -1.64228 -0.07702
N -0.69049 1.72175 -0.42593
C -0.01984 -2.73851 0.38383
C 0.44198 0.90008 -0.52001
C 0.12640 -0.43942 -0.07129
C 1.87093 1.43891 -0.23230
C -1.81572 1.27904 0.22870
H -2.31382 -0.74813 0.83721
H -0.51677 2.79161 -0.55363
H 0.64869 -3.24303 1.20452
H 1.85593 2.49193 -0.12830
H -0.88896 -2.53382 0.86991
H 2.70972 1.09073 -0.86732
H -2.09626 1.73327 1.19304
H 0.55572 0.60192 -1.69362
H -2.72356 1.60836 -0.47942
H -0.14189 -3.52928 -0.40649
H 2.19591 0.83963 0.61436
*
```

The value obtained for the energy relative to the best compared isomer or geometry (same formula, charge and spin) is 10.156 eV. As for the highest occupied orbital energy (spin up / spin down): -0.679 / -0.690 hartree. Its HOMO-LUMO gap (spin up / spin down) is 6.73 / 6.81 eV.

The following is a DFT calculation (the ωB97M-V functional and the def2-TZVPD basis) of an isolated ion of composition C4H10N3O and charge +1.

Structure (ORCA input):
```
! wB97M-V def2-TZVPD RIJCOSX def2/J DEFGRID3
* xyz 1 1
O -1.53093 0.63047 -0.33109
N 1.34521 -0.40072 2.26779
N 2.04641 -0.05942 -0.28665
N -0.01085 -0.85068 -1.37353
C 0.63005 0.46446 1.66219
C -2.63429 -0.02125 -0.82737
C 0.91020 0.76161 0.16322
C -0.29574 0.11146 -0.56402
H 1.18063 -0.57030 3.17830
H 0.80233 1.85579 0.02195
H -0.31789 1.04991 2.01330
H 2.93107 0.40843 -0.60251
H 2.36080 -0.65054 0.57071
H -3.44063 0.50520 -0.49828
H -2.40047 0.01814 -2.00031
H -0.65137 -1.37206 -1.79245
H -2.63660 -1.12122 -0.60354
H 1.71207 -0.75928 -0.99773
*
```

The value obtained for the energy relative to the best compared isomer or geometry (same formula, charge and spin) is 1.808 eV. As for the SMILES: [H]/N=C(\OC)[C@H]([NH3+])/C=N/[H]. As for the highest occupied orbital energy: -0.538 hartree. Its HOMO-LUMO gap is 11.39 eV.